14 unconnected molecules or ions with the total composition C36H92N8O14S6 in a non-equilibrium geometry. Source: OMol25; level of theory: ωB97M-V with the def2-TZVPD basis set.

Positions of all 156 atoms, in Å:
C: 9.98535 0.43113 7.38833
C: 9.23885 1.00533 6.16933
O: 9.69757 1.88039 5.42950
N: 7.99119 0.61834 5.96578
C: 7.18035 1.24734 4.90050
H: 9.33183 -0.17713 8.01367
H: 10.43392 1.25438 7.94433
H: 10.77037 -0.25775 7.07645
H: 7.50959 0.10068 6.68702
H: 7.11359 2.32439 5.05420
H: 6.13939 0.93999 4.80030
H: 7.58611 1.11118 3.89805
C: 4.49156 0.91958 10.87558
C: 4.01165 -0.43890 10.42677
O: 4.52838 -1.46792 10.82673
N: 3.18694 -0.46161 9.37969
C: 2.60891 -1.72831 8.72895
H: 4.08622 1.07350 11.87563
H: 4.30859 1.71143 10.14921
H: 5.57238 0.79828 10.94771
H: 2.88854 0.42610 9.00149
H: 1.54196 -1.76673 8.94856
H: 3.01800 -2.62680 9.19097
H: 2.79032 -1.84024 7.66000
C: 7.64433 -0.73793 -6.44782
C: 6.43533 -1.13005 -7.26482
O: 6.54688 -1.24685 -8.47230
N: 5.24991 -1.41339 -6.71518
C: 4.72012 -0.98540 -5.42010
H: 7.44616 0.17403 -5.88464
H: 8.48724 -0.50106 -7.09704
H: 7.88288 -1.48519 -5.69099
H: 4.58254 -1.74570 -7.39658
H: 3.94977 -0.23013 -5.57574
H: 5.45464 -0.57652 -4.72626
H: 4.38447 -1.87244 -4.88290
C: -0.91170 -5.50962 4.33155
C: -1.59529 -5.16166 5.58585
O: -1.41701 -5.89948 6.57734
N: -2.42443 -4.09250 5.46868
C: -3.33853 -3.56654 6.52991
H: -0.22454 -6.33736 4.50692
H: -0.43662 -4.61663 3.92539
H: -1.68963 -5.86305 3.65478
H: -2.58942 -3.72654 4.54188
H: -3.12181 -4.19234 7.39565
H: -4.40406 -3.51305 6.30656
H: -3.02762 -2.56376 6.82295
C: 1.32830 0.92729 -10.95568
C: 0.36413 0.21349 -9.95478
O: 0.55856 -0.97629 -9.66241
N: -0.61590 0.97939 -9.44353
C: -1.68385 0.46047 -8.55925
H: 1.02109 1.96246 -11.10446
H: 1.26476 0.44905 -11.93311
H: 2.33702 0.79598 -10.56412
H: -0.82300 1.84337 -9.92388
H: -1.41717 -0.57057 -8.32699
H: -2.69882 0.49229 -8.95537
H: -1.73708 1.06514 -7.65391
C: -8.87252 -6.67160 2.36788
C: -7.82986 -5.54831 2.13514
O: -8.17659 -4.42881 2.41248
N: -6.62733 -5.83437 1.67888
C: -6.29637 -7.00424 0.82721
H: -9.74022 -6.23972 2.86656
H: -8.44446 -7.52149 2.89943
H: -9.21744 -7.01299 1.39187
H: -5.92140 -5.13263 1.85016
H: -5.74669 -6.72375 -0.07127
H: -7.12540 -7.68602 0.63754
H: -5.65634 -7.67600 1.39922
C: 2.88986 6.56500 7.38948
C: 2.30803 5.50718 6.46987
O: 2.24259 4.30088 6.80123
N: 1.89971 5.97977 5.28430
C: 1.19916 5.16648 4.29002
H: 3.68574 6.12501 7.99039
H: 2.06211 6.78796 8.06268
H: 3.12924 7.54701 6.98147
H: 2.19218 6.92200 5.06806
H: 1.14905 4.09642 4.49140
H: 1.68763 5.29307 3.32386
H: 0.18306 5.49474 4.07118
C: -8.81788 3.31227 -5.92186
C: -8.18791 1.94698 -6.31804
O: -7.50207 1.34137 -5.48401
N: -8.33947 1.45021 -7.53364
C: -8.78506 2.22379 -8.66873
H: -8.64012 3.50314 -4.86352
H: -9.89972 3.25185 -6.04052
H: -8.56059 4.19367 -6.50924
H: -7.86544 0.57165 -7.68702
H: -8.24000 3.12121 -8.96140
H: -9.86660 2.35921 -8.67455
H: -8.59625 1.52926 -9.48731
C: -0.99136 7.23119 -2.73631
S: -1.70610 5.73123 -2.01870
O: -0.75585 4.57132 -2.35401
C: -2.83401 5.52988 -3.45085
H: -0.28158 7.72882 -2.07550
H: -1.76860 7.97458 -2.91339
H: -0.45882 6.95150 -3.64531
H: -2.26740 5.32912 -4.36011
H: -3.41963 6.43907 -3.58695
H: -3.44211 4.64996 -3.24094
C: -5.42152 -5.68782 -5.48223
S: -7.08477 -6.48741 -5.40605
O: -7.17051 -7.50678 -4.27341
C: -7.94694 -5.08455 -4.59442
H: -4.79131 -6.52465 -5.78330
H: -5.16105 -5.29301 -4.50020
H: -5.32980 -4.86595 -6.19230
H: -9.01954 -5.21624 -4.73681
H: -7.66755 -4.17867 -5.13238
H: -7.59899 -5.01167 -3.56401
C: 6.36938 -4.87068 -0.07227
S: 7.48704 -3.61359 -0.79169
O: 7.00941 -2.33120 -0.13327
C: 8.99787 -4.15972 0.14493
H: 6.86072 -5.83578 0.05127
H: 5.45726 -4.91227 -0.66758
H: 6.17652 -4.46778 0.92200
H: 9.02177 -3.81786 1.17966
H: 9.82264 -3.70902 -0.40707
H: 9.22987 -5.22351 0.19621
C: -1.09068 -1.08057 -1.77205
S: -0.98925 -0.69554 0.04336
O: -1.72662 -1.78981 0.77061
C: 0.83947 -1.04174 0.23161
H: -1.93871 -0.52400 -2.17102
H: -0.97181 -2.15070 -1.94175
H: -0.26006 -0.63566 -2.31998
H: 1.23372 -0.90942 1.23916
H: 1.42790 -0.37452 -0.39820
H: 1.11001 -2.08584 0.07425
C: -7.64192 1.62035 1.16603
S: -6.61789 3.05536 1.87647
O: -7.49267 4.12368 2.48380
C: -5.63494 2.24717 3.18450
H: -8.28697 1.25900 1.96693
H: -6.98625 0.78388 0.92416
H: -8.30200 1.82259 0.32252
H: -5.72949 2.86521 4.07735
H: -4.56898 2.26246 2.95735
H: -5.97469 1.24858 3.45925
C: 5.90856 6.91601 0.51344
S: 5.96748 6.48591 -1.30801
O: 4.90119 7.34252 -1.87658
C: 5.31116 4.74751 -1.31152
H: 6.51546 7.77573 0.79744
H: 6.31571 6.02871 0.99822
H: 4.86095 7.00281 0.80169
H: 4.37427 4.90767 -0.77795
H: 5.94049 3.95282 -0.91088
H: 5.00508 4.46507 -2.31881

Summary:
**Kohn-Sham gap**: 0.310 Eh
**ΔE to the lowest compared entry with this formula, charge and spin**: 240.19 kJ/mol
**Net charge**: 0
**Largest force on an atom**: 0.06633 hartree/bohr